Molecular formula: C2H4Cl2S
Method: DFT, ωB97M-V/def2-TZVPD

Total charge: 0
Frontier orbital gap (spin up / spin down): 8.17 / 8.41 eV
LUMO (spin up / spin down): -0.0213 / 0.0068 Eh

Last column: Mulliken charge in e.
Positions of all 9 atoms, in Å:
C: 1.569 0.604 0.030  -0.92
C: -1.236 -0.004 -0.010  0.20
S: -1.160 -1.613 0.716  -0.14
Cl: -1.812 0.127 -1.627  -0.11
Cl: -1.865 1.180 1.076  -0.14
H: 1.833 -0.105 0.781  0.33
H: 1.643 0.327 -1.001  0.33
H: 1.419 1.633 0.272  0.32
H: -0.392 -2.148 -0.238  0.15

Molecular formula: C27H55FNO10
Method: DFT, ωB97M-V/def2-TZVPD

Total charge: +1
Frontier orbital gap: 6.09 eV
LUMO: -0.1671 Eh

Last column: Mulliken charge in e.
Positions of all 94 atoms, in Å:
C: 4.074 -1.959 0.422  -1.10
C: 3.204 -3.022 -0.344  -0.06
O: 2.076 -3.537 0.436  -0.49
C: 0.888 -3.475 -0.229  0.36
C: -0.201 -2.706 0.364  -0.36
N: -1.434 -2.603 -0.216  0.02
C: -1.716 -3.199 -1.441  -0.49
C: -0.696 -4.008 -2.138  -0.93
C: 0.630 -4.161 -1.508  0.88
C: 1.672 -5.069 -2.243  0.28
C: 2.152 -6.183 -1.251  -1.16
F: 2.704 -4.367 -2.882  -0.31
H: 5.159 -2.203 0.233  0.34
H: 3.928 -0.938 -0.024  0.29
H: 3.894 -1.994 1.524  0.17
H: 3.845 -3.905 -0.610  0.30
H: 2.802 -2.561 -1.279  0.29
H: -0.025 -2.213 1.351  0.50
H: -2.179 -2.071 0.246  0.22
H: -2.738 -3.080 -1.855  0.44
H: -0.921 -4.497 -3.119  0.41
H: 1.102 -5.601 -3.060  0.41
H: 2.666 -5.791 -0.334  0.28
H: 2.853 -6.921 -1.730  0.35
H: 1.219 -6.700 -0.881  0.35
C: -1.509 2.714 2.541  -0.83
O: -2.264 2.940 1.364  -0.29
C: -1.976 2.041 0.304  -0.47
C: -3.246 1.452 -0.299  0.14
O: -3.996 0.575 0.544  -0.43
C: -4.614 1.147 1.699  -0.29
C: -5.714 2.168 1.435  -0.56
O: -5.196 3.361 0.866  -0.30
C: -5.926 3.845 -0.247  -0.75
H: -0.570 3.273 2.492  0.29
H: -2.091 3.077 3.388  0.26
H: -1.303 1.651 2.702  0.36
H: -1.319 1.229 0.636  0.20
H: -1.452 2.613 -0.469  0.43
H: -2.941 0.841 -1.155  0.42
H: -3.890 2.227 -0.711  -0.30
H: -3.859 1.543 2.378  0.09
H: -5.073 0.306 2.227  0.44
H: -6.180 2.438 2.390  0.41
H: -6.476 1.714 0.790  0.33
H: -6.373 3.036 -0.834  0.37
H: -5.231 4.383 -0.894  0.17
H: -6.702 4.538 0.087  0.30
C: 8.082 -0.604 5.966  -0.83
O: 7.173 0.481 5.934  -0.29
C: 7.070 1.117 4.667  -0.51
C: 5.617 1.301 4.245  -0.30
O: 4.889 0.109 3.958  -0.42
C: 4.622 -0.783 5.038  -0.24
C: 3.706 -0.255 6.136  -0.55
O: 4.322 0.786 6.878  -0.27
C: 3.501 1.918 7.096  -0.81
H: 9.085 -0.241 6.209  0.29
H: 7.758 -1.290 6.749  0.24
H: 8.103 -1.154 5.021  0.39
H: 7.605 0.557 3.894  0.33
H: 7.536 2.104 4.762  0.39
H: 5.626 1.865 3.307  0.42
H: 5.072 1.922 4.954  0.08
H: 5.553 -1.171 5.450  0.08
H: 4.120 -1.643 4.583  0.38
H: 3.489 -1.070 6.836  0.39
H: 2.763 0.080 5.685  0.33
H: 2.806 2.092 6.268  0.37
H: 4.150 2.791 7.176  0.24
H: 2.948 1.803 8.032  0.29
C: -3.670 3.549 -4.063  -0.70
O: -3.573 2.146 -4.239  -0.20
C: -4.800 1.528 -4.604  -0.45
C: -4.608 0.600 -5.792  -0.37
O: -4.276 1.218 -7.025  -0.47
C: -3.007 1.863 -7.114  -0.25
C: -1.787 0.959 -6.992  -0.51
O: -1.660 0.427 -5.672  -0.24
C: -1.398 -0.958 -5.624  -0.73
H: -3.944 3.771 -3.027  -0.03
H: -2.690 3.982 -4.268  0.27
H: -4.391 4.006 -4.746  0.45
H: -5.571 2.269 -4.833  0.41
H: -5.138 0.935 -3.746  0.32
H: -5.565 0.099 -5.968  0.45
H: -3.900 -0.196 -5.561  0.06
H: -2.951 2.696 -6.415  0.01
H: -2.984 2.313 -8.111  0.45
H: -0.887 1.549 -7.193  0.39
H: -1.857 0.161 -7.742  0.35
H: -1.864 -1.496 -6.454  0.43
H: -1.817 -1.355 -4.695  0.07
H: -0.317 -1.129 -5.620  0.31

Molecular formula: C60H150N10O20
Method: DFT, ωB97M-V/def2-TZVPD

SMILES string: COCCNCCOC.COCCNCCOC.COCCNCCOC.COCCNCCOC.COCCNCCOC.COCCNCCOC.COCCNCCOC.COCCNCCOC.COCCNCCOC.COCCNCCOC
Total charge: 0
Frontier orbital gap: 8.72 eV
LUMO: 0.0163 Eh

Last column: Mulliken charge in e.
Positions of all 240 atoms, in Å:
C: 4.351 -7.302 3.232  -0.80
O: 3.575 -8.526 3.408  -0.34
C: 2.184 -8.410 3.012  -0.22
C: 1.475 -9.763 3.407  -0.96
N: 1.018 -9.955 4.801  -0.36
C: -0.105 -9.186 5.276  -0.49
C: -0.215 -9.034 6.805  -0.47
O: 1.093 -9.089 7.431  -0.43
C: 1.763 -7.851 7.345  -0.51
H: 5.274 -7.618 3.719  0.28
H: 4.120 -6.371 3.749  0.31
H: 4.611 -7.078 2.198  0.32
H: 2.022 -8.296 1.940  0.41
H: 1.736 -7.599 3.588  0.24
H: 2.161 -10.578 3.179  0.36
H: 0.657 -9.952 2.711  0.41
H: 1.696 -9.822 5.538  0.27
H: -1.021 -9.584 4.838  0.40
H: 0.046 -8.231 4.772  0.26
H: -0.864 -9.793 7.242  0.32
H: -0.706 -8.096 7.060  0.32
H: 2.074 -7.602 6.330  0.11
H: 2.708 -7.938 7.882  0.26
H: 1.181 -7.008 7.718  0.32
C: 4.164 -0.278 1.865  -0.71
O: 3.078 -0.635 0.976  -0.24
C: 1.792 -0.914 1.563  -0.70
C: 0.769 -1.274 0.393  -0.67
N: 0.669 -0.090 -0.516  -0.41
C: -0.147 -0.573 -1.606  -0.35
C: -0.319 0.616 -2.577  -0.56
O: -1.272 0.329 -3.524  -0.37
C: -0.896 -0.264 -4.783  -0.63
H: 3.901 0.497 2.585  0.29
H: 4.996 0.005 1.220  0.17
H: 4.402 -1.181 2.426  0.31
H: 1.439 -0.031 2.096  0.37
H: 1.968 -1.774 2.209  0.41
H: -0.161 -1.591 0.866  0.42
H: 1.289 -2.036 -0.187  0.37
H: 1.654 0.043 -0.698  0.30
H: -1.085 -0.991 -1.240  0.28
H: 0.455 -1.349 -2.079  0.29
H: 0.571 1.060 -3.022  0.28
H: -0.710 1.464 -2.014  0.37
H: -1.708 -0.114 -5.494  0.22
H: -0.889 -1.326 -4.537  0.26
H: 0.033 0.147 -5.179  0.29
C: -6.708 -4.182 -2.328  -0.86
O: -5.415 -4.674 -2.705  -0.25
C: -5.359 -6.113 -2.488  -0.63
C: -3.980 -6.576 -2.888  -0.61
N: -3.708 -6.573 -4.303  -0.24
C: -2.320 -6.809 -4.701  -0.77
C: -2.405 -7.324 -6.176  -0.54
O: -2.734 -6.231 -6.991  -0.27
C: -2.746 -6.497 -8.349  -0.79
H: -6.729 -3.094 -2.387  0.30
H: -6.842 -4.209 -1.247  0.33
H: -7.617 -4.552 -2.802  0.30
H: -6.119 -6.635 -3.068  0.36
H: -5.508 -6.333 -1.431  0.39
H: -3.717 -7.541 -2.455  0.39
H: -3.336 -5.847 -2.397  0.32
H: -4.033 -5.800 -4.866  0.22
H: -1.815 -7.469 -3.996  0.49
H: -1.692 -5.918 -4.729  0.27
H: -3.149 -8.120 -6.161  0.33
H: -1.414 -7.706 -6.418  0.39
H: -3.397 -5.713 -8.736  0.24
H: -3.103 -7.487 -8.635  0.33
H: -1.793 -6.492 -8.877  0.29
C: 5.405 -3.788 -6.441  -0.73
O: 5.940 -3.092 -5.367  -0.31
C: 5.096 -2.203 -4.647  -0.25
C: 5.947 -1.593 -3.524  -0.74
N: 5.325 -0.362 -3.060  -0.12
C: 5.525 0.812 -3.890  -0.68
C: 5.238 2.182 -3.136  -0.50
O: 5.920 2.157 -1.878  -0.31
C: 5.637 3.212 -0.996  -0.79
H: 6.147 -4.282 -7.068  0.25
H: 4.815 -3.172 -7.119  0.30
H: 4.821 -4.586 -5.984  0.29
H: 4.254 -2.742 -4.212  0.27
H: 4.717 -1.456 -5.345  0.23
H: 6.953 -1.394 -3.895  0.34
H: 6.124 -2.309 -2.721  0.37
H: 5.613 -0.084 -2.132  0.18
H: 4.839 0.857 -4.736  0.28
H: 6.544 0.763 -4.274  0.40
H: 4.168 2.141 -2.930  0.23
H: 5.536 3.055 -3.718  0.41
H: 5.879 4.197 -1.394  0.31
H: 6.190 3.029 -0.075  0.25
H: 4.600 3.285 -0.669  0.31
C: -11.888 8.081 -8.459  -0.73
O: -11.943 6.878 -7.747  -0.31
C: -11.623 5.720 -8.517  -0.66
C: -11.280 4.577 -7.444  -0.74
N: -10.049 4.924 -6.656  -0.40
C: -9.890 4.007 -5.545  -0.58
C: -8.622 4.289 -4.681  -0.57
O: -8.706 5.644 -4.251  -0.28
C: -7.545 6.258 -3.751  -0.79
H: -12.015 8.931 -7.789  0.24
H: -12.681 8.172 -9.202  0.29
H: -10.939 8.175 -8.986  0.31
H: -10.670 5.851 -9.031  0.37
H: -12.501 5.545 -9.139  0.43
H: -11.060 3.688 -8.034  0.40
H: -12.122 4.409 -6.772  0.42
H: -10.254 5.887 -6.432  0.27
H: -9.846 3.041 -6.050  0.35
H: -10.838 4.049 -5.010  0.37
H: -7.741 4.223 -5.319  0.34
H: -8.523 3.593 -3.848  0.38
H: -6.989 5.753 -2.960  0.31
H: -7.813 7.230 -3.336  0.24
H: -6.793 6.359 -4.533  0.33
C: 2.567 7.597 6.586  -0.70
O: 1.718 6.930 5.656  -0.32
C: 0.408 6.574 6.044  -0.42
C: -0.229 5.588 5.014  -0.59
N: -1.542 5.148 5.655  -0.31
C: -2.287 4.235 4.810  -0.68
C: -3.643 3.951 5.423  -0.53
O: -3.491 3.176 6.603  -0.27
C: -4.745 2.772 7.122  -0.86
H: 3.347 8.064 5.984  0.24
H: 2.860 6.819 7.292  0.29
H: 2.063 8.397 7.128  0.30
H: -0.237 7.452 6.069  0.27
H: 0.497 6.172 7.053  0.34
H: 0.387 4.714 4.799  0.33
H: -0.442 6.197 4.136  0.29
H: -1.368 4.647 6.515  0.22
H: -1.800 3.278 4.624  0.31
H: -2.316 4.696 3.823  0.45
H: -4.114 3.359 4.639  0.36
H: -4.212 4.838 5.700  0.34
H: -5.196 1.984 6.518  0.33
H: -5.560 3.478 7.286  0.31
H: -4.714 2.194 8.045  0.30
C: -10.767 -2.572 -7.796  -0.73
O: -12.017 -2.115 -8.307  -0.29
C: -13.103 -2.423 -7.503  -0.49
C: -14.347 -2.002 -8.218  -0.42
N: -15.588 -2.384 -7.442  -0.35
C: -16.851 -2.069 -8.177  -0.74
C: -17.137 -0.536 -8.274  -0.50
O: -16.288 -0.004 -9.286  -0.33
C: -16.775 -0.088 -10.648  -0.71
H: -10.437 -2.036 -6.906  0.28
H: -10.011 -2.565 -8.581  0.26
H: -10.842 -3.621 -7.511  0.32
H: -13.139 -1.979 -6.508  0.30
H: -13.146 -3.498 -7.327  0.37
H: -14.273 -2.539 -9.164  0.18
H: -14.183 -0.949 -8.445  0.26
H: -15.549 -1.915 -6.549  0.28
H: -17.679 -2.480 -7.600  0.39
H: -16.936 -2.464 -9.190  0.37
H: -17.025 -0.075 -7.292  0.36
H: -18.190 -0.513 -8.554  0.37
H: -17.322 0.820 -10.902  0.24
H: -17.404 -0.969 -10.776  0.36
H: -15.871 -0.119 -11.257  0.23
C: 13.508 -4.993 9.261  -0.80
O: 14.333 -3.840 9.255  -0.29
C: 15.439 -3.869 8.319  -0.62
C: 16.138 -2.528 8.457  -0.72
N: 15.529 -1.393 7.750  -0.43
C: 14.348 -0.873 8.456  -0.50
C: 13.536 0.257 7.707  -0.43
O: 12.464 0.736 8.554  -0.32
C: 11.581 1.618 7.818  -0.68
H: 12.907 -5.176 8.370  0.32
H: 12.778 -4.954 10.070  0.26
H: 14.089 -5.900 9.427  0.31
H: 15.176 -4.027 7.273  0.31
H: 16.108 -4.689 8.580  0.47
H: 17.166 -2.658 8.120  0.47
H: 16.422 -2.246 9.471  0.41
H: 16.296 -0.736 7.737  0.25
H: 14.618 -0.538 9.457  0.30
H: 13.708 -1.745 8.594  0.25
H: 13.104 -0.210 6.822  0.31
H: 14.173 1.096 7.427  0.33
H: 11.022 2.264 8.494  0.25
H: 10.843 1.036 7.266  0.26
H: 12.190 2.248 7.169  0.30
C: 6.107 -2.428 9.546  -0.70
O: 4.756 -2.099 9.876  -0.28
C: 4.517 -0.746 10.276  -0.73
C: 3.134 -0.543 10.826  -0.41
N: 2.156 -0.706 9.798  -0.33
C: 0.812 -0.264 10.180  -1.00
C: 0.043 -1.007 11.291  -0.44
O: -0.207 -2.287 10.870  -0.31
C: -0.536 -3.143 11.986  -0.75
H: 6.740 -2.214 10.408  0.29
H: 6.455 -1.769 8.750  0.29
H: 6.064 -3.451 9.173  0.22
H: 4.775 -0.114 9.426  0.37
H: 5.274 -0.600 11.047  0.41
H: 3.126 0.503 11.135  0.33
H: 2.933 -1.251 11.629  0.27
H: 1.916 -1.673 9.632  0.28
H: 0.206 -0.348 9.277  0.36
H: 0.950 0.780 10.458  0.46
H: -0.898 -0.485 11.468  0.43
H: 0.649 -0.874 12.187  0.37
H: -0.764 -4.143 11.615  0.26
H: -1.466 -2.732 12.379  0.31
H: 0.256 -3.298 12.718  0.30
C: 4.445 11.602 -2.987  -0.75
O: 5.363 10.650 -3.503  -0.31
C: 6.391 11.270 -4.279  -0.49
C: 7.068 10.124 -4.990  -0.71
N: 6.319 9.598 -6.200  -0.32
C: 6.869 8.455 -6.866  -0.62
C: 5.947 7.791 -7.954  -0.66
O: 4.859 7.330 -7.150  -0.28
C: 3.740 7.049 -7.986  -0.79
H: 3.622 11.751 -3.686  0.28
H: 4.909 12.581 -2.868  0.34
H: 4.012 11.220 -2.063  0.22
H: 7.127 11.778 -3.655  0.39
H: 5.917 12.044 -4.883  0.40
H: 7.353 9.297 -4.339  0.32
H: 7.997 10.449 -5.458  0.37
H: 5.331 9.512 -6.009  0.23
H: 7.141 7.728 -6.101  0.37
H: 7.746 8.764 -7.435  0.34
H: 6.399 7.108 -8.672  0.46
H: 5.598 8.649 -8.529  0.34
H: 2.900 6.765 -7.353  0.24
H: 3.827 6.271 -8.744  0.30
H: 3.489 7.984 -8.487  0.34